Below is a cluster of 13 separate species, C58H90F6N4O18S in total in a non-equilibrium geometry, with properties calculated with wB97M-V/def2-TZVPD.

Geometry as XYZ:
```
177
Properties=species:S:1:pos:R:3
C -1.21 3.16 -4.01
C -0.18 3.15 -2.69
O -0.75 3.59 -1.54
O 1.23 2.74 -2.80
C 1.58 1.70 -1.80
C 0.61 0.38 -1.84
C 0.61 -0.49 -3.27
C -0.31 -1.85 -3.50
O -0.26 -2.62 -4.76
N -1.46 -2.71 -5.36
O -1.19 -3.22 -6.46
C -1.29 -2.31 -2.27
C -2.31 -3.63 -2.31
O -3.63 -3.56 -2.53
N -1.64 -4.99 -2.02
C -0.94 -4.92 -0.66
O -1.46 -5.45 0.47
F 0.42 -4.29 -0.49
C -1.29 -1.45 -0.87
C -0.35 -0.11 -0.57
N -0.35 0.62 0.76
C -1.74 0.89 1.29
C -2.07 2.39 1.93
C -0.98 3.61 2.05
C 0.11 3.45 3.26
C 0.35 1.91 3.78
N 1.17 2.03 5.08
C -3.59 2.72 2.53
C -4.77 1.56 2.52
C -6.26 1.95 3.17
F -6.83 3.15 2.50
F -7.20 0.80 2.92
C -6.19 2.11 4.82
F -6.05 0.80 5.53
F -7.50 2.71 5.27
F -5.14 3.04 5.29
C -4.46 0.05 1.88
C -2.95 -0.27 1.29
S -2.43 -1.97 0.58
H -2.29 3.54 -3.69
H -1.33 2.04 -4.32
H -0.79 3.85 -4.86
H 2.71 1.39 -2.05
H 1.63 2.24 -0.76
H 1.30 -0.18 -4.18
H -0.86 -5.17 -2.70
H 0.26 1.47 0.75
H -0.35 3.65 1.04
H -1.57 4.65 2.08
H -0.18 4.21 4.11
H 1.16 3.82 2.82
H 1.01 1.25 3.06
H -0.63 1.34 4.09
H 1.79 1.18 5.18
H 0.48 1.93 5.87
H -3.85 3.79 3.00
H -5.33 -0.76 1.85
C 3.68 0.13 -6.93
C 4.07 0.38 -5.50
O 3.27 0.22 -4.58
C 5.48 0.83 -5.24
H 2.63 -0.19 -6.97
H 3.79 1.05 -7.51
H 4.30 -0.66 -7.36
H 5.67 1.78 -5.74
H 6.19 0.07 -5.59
H 5.62 0.97 -4.16
C 2.89 6.08 -6.78
C 2.27 5.57 -5.52
O 1.06 5.35 -5.44
C 3.18 5.33 -4.34
H 2.12 6.21 -7.55
H 3.36 7.05 -6.60
H 3.63 5.36 -7.15
H 3.66 6.26 -4.05
H 3.93 4.58 -4.60
H 2.59 4.95 -3.49
C 8.32 -0.28 -9.26
C 8.71 -0.03 -7.83
O 7.91 -0.19 -6.91
C 10.12 0.42 -7.57
H 7.27 -0.60 -9.30
H 8.42 0.64 -9.84
H 8.94 -1.07 -9.69
H 10.31 1.37 -8.07
H 10.83 -0.34 -7.92
H 10.26 0.56 -6.49
C 0.36 4.69 8.43
C 0.72 5.48 7.20
O 0.52 5.03 6.07
C 1.35 6.83 7.40
H -0.08 3.73 8.12
H 1.25 4.49 9.02
H -0.38 5.24 9.02
H 2.29 6.73 7.95
H 0.66 7.48 7.95
H 1.56 7.28 6.43
C -8.35 -5.04 -0.06
C -7.71 -3.91 -0.83
O -7.99 -2.74 -0.58
C -6.72 -4.27 -1.91
H -9.04 -4.63 0.68
H -8.91 -5.68 -0.75
H -7.58 -5.62 0.45
H -7.22 -4.88 -2.67
H -5.88 -4.82 -1.47
H -6.35 -3.36 -2.37
C -3.71 -7.93 3.91
C -2.65 -6.97 4.38
O -1.96 -7.22 5.37
C -2.45 -5.71 3.59
H -3.74 -8.80 4.57
H -4.68 -7.44 3.93
H -3.47 -8.27 2.89
H -3.37 -5.12 3.59
H -2.16 -5.95 2.56
H -1.65 -5.11 4.04
C 9.24 0.76 -3.34
C 8.44 1.78 -2.59
O 7.44 2.30 -3.09
C 8.90 2.14 -1.20
H 8.79 0.59 -4.33
H 10.26 1.12 -3.48
H 9.24 -0.19 -2.80
H 9.90 2.57 -1.25
H 8.88 1.26 -0.56
H 8.22 2.89 -0.78
C 8.55 -2.71 1.61
C 9.19 -1.58 0.84
O 8.91 -0.41 1.09
C 10.17 -1.94 -0.24
H 7.86 -2.30 2.35
H 7.99 -3.35 0.92
H 9.32 -3.29 2.12
H 9.68 -2.55 -1.00
H 11.01 -2.49 0.20
H 10.55 -1.03 -0.70
C -9.16 -1.49 8.80
C -8.10 -0.53 9.28
O -7.41 -0.77 10.27
C -7.90 0.73 8.48
H -9.19 -2.36 9.47
H -10.13 -1.00 8.82
H -8.93 -1.83 7.79
H -8.82 1.32 8.49
H -7.61 0.49 7.46
H -7.10 1.33 8.94
C 6.24 -2.34 -12.09
C 6.06 -0.86 -12.23
O 6.76 -0.06 -11.61
C 4.98 -0.38 -13.17
H 7.06 -2.54 -11.38
H 5.33 -2.80 -11.71
H 6.51 -2.78 -13.05
H 4.01 -0.75 -12.84
H 5.19 -0.73 -14.19
H 4.96 0.71 -13.18
C -2.47 0.51 7.43
C -1.25 -0.26 7.01
O -0.60 0.06 6.01
C -0.85 -1.44 7.85
H -2.63 1.34 6.72
H -3.34 -0.14 7.42
H -2.31 0.93 8.43
H -1.65 -2.18 7.86
H -0.63 -1.11 8.87
H 0.05 -1.91 7.43
C -12.65 -2.77 5.17
C -11.59 -1.81 5.64
O -10.91 -2.06 6.64
C -11.39 -0.55 4.85
H -12.68 -3.64 5.84
H -13.63 -2.28 5.19
H -12.42 -3.11 4.16
H -12.31 0.04 4.86
H -11.10 -0.79 3.83
H -10.59 0.05 5.31
```

Properties
Gap between HOMO and LUMO ... 6.74 eV
HOMO ... -7.843 eV
Maximum force ... 10.2 eV Å⁻¹
Charge ... 0
Electronic energy ... -4833.7124 Eh
Lowest unoccupied orbital energy ... -1.100 eV

These are the Mulliken partial charges, in e, on atoms 1 to 6:
1 C -0.70
2 C 0.61
3 O -0.54
4 O -0.21
5 C -0.42
6 C 0.29



Below is a structure of composition C31H45BeBrN2P2 in a non-equilibrium geometry, with properties calculated with wB97M-V/def2-TZVPD.

Geometry as XYZ:
```
82
Properties=species:S:1:pos:R:3
C 0.66 -0.45 -7.97
C 1.48 -0.14 -6.87
C 2.73 0.46 -7.14
C 3.11 0.68 -8.47
N 2.32 0.36 -9.49
C 1.13 -0.20 -9.27
C 1.01 -0.40 -5.52
C 0.95 -0.76 -4.35
C 0.61 -0.90 -3.01
C -0.40 -0.01 -2.62
C -0.58 0.25 -1.27
C 0.14 -0.58 -0.37
C 0.96 -1.61 -0.75
C 1.32 -1.71 -2.10
Be -1.44 -0.50 0.31
P -1.94 1.29 1.40
H 3.38 0.77 -6.33
H -0.33 -0.86 -7.81
H 4.08 1.13 -8.70
H 0.50 -0.45 -10.13
H 2.15 -2.34 -2.47
H -0.91 0.56 -3.40
H 1.37 -2.33 -0.02
H -1.26 1.10 -1.05
C -2.08 1.18 3.25
C -1.63 2.40 4.04
H -1.44 0.32 3.52
H -3.11 0.87 3.50
H -1.99 2.33 5.07
H -0.54 2.46 4.09
H -2.01 3.34 3.61
C -0.61 2.54 1.14
C -0.57 3.34 -0.17
H 0.33 1.98 1.20
H -0.62 3.23 2.00
H 0.40 3.88 -0.21
H -0.60 2.71 -1.07
H -1.38 4.09 -0.23
C -3.47 2.14 0.82
C -3.76 3.49 1.49
H -4.31 1.45 0.98
H -3.37 2.28 -0.27
H -4.62 3.97 1.01
H -4.02 3.37 2.55
H -2.91 4.19 1.42
Br -0.14 -1.34 2.20
P 3.24 -0.41 2.05
C 2.21 1.02 2.39
C 2.81 1.84 3.55
H 1.21 0.63 2.63
H 2.15 1.64 1.48
H 2.36 2.85 3.59
H 2.63 1.35 4.51
H 3.90 1.95 3.41
C 2.98 -2.04 2.82
C 4.31 -2.70 3.31
H 2.45 -2.67 2.09
H 2.29 -1.90 3.67
H 4.09 -3.57 3.94
H 4.95 -3.04 2.48
H 4.90 -1.98 3.91
C 3.42 -0.53 0.26
C 4.80 -0.04 -0.16
H 2.63 0.08 -0.19
H 3.27 -1.58 -0.03
H 4.99 -0.32 -1.20
H 4.86 1.05 -0.09
H 5.57 -0.48 0.47
N -2.75 -1.56 -0.05
C -3.47 -2.29 1.00
C -4.61 -1.74 1.56
C -5.23 -2.43 2.62
C -4.72 -3.66 3.06
C -3.62 -4.23 2.41
C -2.94 -3.51 1.40
H -3.37 -0.95 -0.59
H -2.34 -2.21 -0.73
H -4.99 -0.78 1.20
H -6.12 -2.02 3.09
H -5.19 -4.17 3.91
H -3.28 -5.24 2.67
H -2.00 -3.87 0.99
```

Properties
Gap between HOMO and LUMO (spin up / spin down) ... 5.31 / 5.73 eV
HOMO (spin up / spin down) ... -13.202 / -13.202 eV
Maximum force ... 3.0 eV Å⁻¹
Charge ... +2
Electronic energy ... -4588.5889 Eh
Relative energy (zero: lowest compared OMol25 entry of this formula, charge and spin) ... 0.0 kcal/mol
Lowest unoccupied orbital energy (spin up / spin down) ... -7.892 / -7.474 eV

These are the Mulliken partial charges, in e, on atoms 1 to 6:
1 C -0.49
2 C 0.29
3 C -0.38
4 C -0.32
5 N -0.54
6 C -0.31



Below is a structure of composition C28H31AuNOPS5, with properties calculated with wB97M-V/def2-TZVPD.

Geometry as XYZ:
```
68
Properties=species:S:1:pos:R:3
Au 0.76 0.44 0.81
O -0.38 2.48 2.36
C -0.74 1.71 1.54
C -2.11 1.59 0.98
C -3.09 2.48 1.39
C -4.37 2.34 0.86
C -4.65 1.32 -0.04
C -3.66 0.43 -0.44
C -2.38 0.57 0.07
P -1.00 -0.51 -0.36
C -0.76 -0.56 -2.13
C 0.35 0.06 -2.70
C 0.52 0.03 -4.08
C -0.42 -0.61 -4.88
C -1.52 -1.23 -4.31
C -1.69 -1.21 -2.94
C -1.42 -2.15 0.21
C -0.87 -3.27 -0.43
C -1.13 -4.54 0.06
C -1.95 -4.70 1.18
C -2.50 -3.59 1.80
C -2.24 -2.32 1.33
H -2.85 3.26 2.10
H -5.15 3.03 1.16
H -5.65 1.22 -0.43
H -3.90 -0.36 -1.13
H 1.07 0.57 -2.08
H 1.38 0.50 -4.53
H -0.28 -0.63 -5.95
H -2.25 -1.73 -4.94
H -2.54 -1.73 -2.50
H -0.27 -3.15 -1.32
H -0.72 -5.40 -0.43
H -2.15 -5.69 1.55
H -3.14 -3.72 2.66
H -2.67 -1.45 1.82
C 2.36 -2.88 2.20
C 2.48 -2.69 0.70
S 2.66 -1.01 0.03
C 4.06 -0.27 0.91
C 3.85 0.17 2.36
S 2.33 1.13 2.62
C 1.61 0.40 4.13
C 1.62 -1.12 4.29
S 0.90 -2.09 2.94
H 3.26 -2.54 2.71
H 2.29 -3.96 2.38
H 1.58 -3.05 0.20
H 3.32 -3.27 0.31
H 4.32 0.58 0.29
H 4.89 -0.97 0.85
H 4.68 0.82 2.64
H 3.86 -0.67 3.05
H 0.59 0.80 4.12
H 2.13 0.86 4.97
H 1.04 -1.34 5.19
H 2.62 -1.49 4.50
S 2.19 2.47 -0.55
C 1.26 3.44 -1.55
N 1.76 4.41 -2.30
C 0.82 5.33 -2.94
C -0.47 4.53 -3.10
S -0.46 3.36 -1.70
H 2.75 4.61 -2.25
H 1.21 5.65 -3.90
H 0.67 6.20 -2.30
H -0.48 3.95 -4.03
H -1.35 5.16 -3.05
```

Properties
Gap between HOMO and LUMO ... 7.27 eV
HOMO ... -13.474 eV
Maximum force ... 0.4 eV Å⁻¹
Charge ... +2
Electronic energy ... -3683.0997 Eh
Relative energy (zero: lowest compared OMol25 entry of this formula, charge and spin) ... 0.0 kcal/mol
Lowest unoccupied orbital energy ... -6.209 eV

These are the Mulliken partial charges, in e, on atoms 1 to 6:
1 Au 0.24
2 O -0.46
3 C 0.54
4 C -0.17
5 C -0.66
6 C -0.73



Below is a cluster of 7 separate species, C29H68BFN3O11 in total in a non-equilibrium geometry, with properties calculated with wB97M-V/def2-TZVPD.

Geometry as XYZ:
```
113
Properties=species:S:1:pos:R:3
C -1.56 1.72 3.35
O -1.10 0.96 2.19
B -2.16 0.59 1.33
O -3.04 -0.46 1.79
C -2.51 1.26 -0.11
C -3.92 1.37 -0.68
C -5.21 0.88 0.07
C -5.61 2.04 1.12
O -6.83 1.74 1.81
C -5.69 3.47 0.38
N -4.47 4.30 0.58
C -3.88 2.05 -2.03
N -2.70 2.45 -2.64
F -2.84 3.01 -3.86
N -1.46 2.40 -2.25
C -1.42 1.82 -0.99
O -0.11 1.76 -0.43
C 0.20 3.00 0.26
C 0.57 4.22 -0.69
C 1.56 3.86 -1.87
O 1.07 5.30 0.16
H -0.76 2.48 3.65
H -1.73 0.97 4.20
H -2.53 2.24 3.10
H -2.78 -1.32 1.39
H -6.07 0.85 -0.70
H -5.15 -0.14 0.52
H -4.75 2.10 1.86
H -6.84 2.36 2.57
H -6.59 4.08 0.75
H -5.86 3.36 -0.75
H -4.35 4.92 -0.24
H -3.62 3.74 0.66
H -4.87 2.24 -2.55
H 1.13 2.79 0.90
H -0.63 3.24 1.01
H -0.41 4.62 -1.12
H 0.99 3.24 -2.64
H 1.98 4.80 -2.37
H 2.45 3.25 -1.50
H 0.36 5.38 0.84
C 4.19 0.48 0.68
C 3.94 0.14 2.14
C 3.55 -1.32 2.31
O 2.90 0.98 2.65
H 3.28 0.32 0.08
H 4.46 1.53 0.57
H 4.99 -0.13 0.27
H 4.84 0.35 2.73
H 2.62 -1.53 1.77
H 3.36 -1.54 3.37
H 4.33 -1.98 1.95
H 2.10 0.80 2.14
C -0.41 -1.27 -5.40
C -1.50 -1.80 -4.47
C -2.82 -1.10 -4.71
O -1.12 -1.59 -3.12
H -0.25 -0.20 -5.24
H 0.54 -1.77 -5.20
H -0.68 -1.43 -6.45
H -1.61 -2.87 -4.62
H -2.74 -0.03 -4.52
H -3.58 -1.49 -4.03
H -3.17 -1.25 -5.74
H -1.01 -0.64 -2.99
C 0.30 -4.23 2.65
C -1.20 -4.21 2.41
C -1.82 -5.58 2.65
O -1.46 -3.80 1.06
H 0.80 -4.93 1.97
H 0.74 -3.25 2.46
H 0.53 -4.52 3.67
H -1.67 -3.47 3.06
H -1.40 -6.32 1.97
H -2.89 -5.55 2.46
H -1.65 -5.91 3.68
H -1.05 -4.45 0.47
C -3.34 -3.23 6.71
C -3.29 -4.53 5.92
C -4.54 -5.37 6.16
O -2.14 -5.27 6.31
H -3.40 -3.42 7.78
H -2.44 -2.64 6.54
H -4.21 -2.62 6.42
H -3.19 -4.31 4.86
H -4.64 -5.63 7.21
H -4.49 -6.30 5.60
H -5.44 -4.83 5.85
H -2.22 -5.47 7.25
C 5.45 4.45 -5.60
C 4.41 4.73 -4.53
C 4.67 6.07 -3.85
O 4.45 3.69 -3.55
H 6.46 4.41 -5.17
H 5.26 3.48 -6.08
H 5.44 5.22 -6.38
H 3.41 4.73 -4.97
H 5.64 6.08 -3.36
H 3.92 6.25 -3.07
H 4.63 6.89 -4.57
H 5.33 3.68 -3.15
C 5.65 -2.56 -3.08
C 5.96 -2.46 -1.59
C 6.43 -3.80 -1.03
O 4.80 -2.03 -0.89
H 4.85 -3.28 -3.26
H 5.31 -1.59 -3.46
H 6.53 -2.87 -3.64
H 6.74 -1.71 -1.43
H 5.65 -4.56 -1.15
H 6.63 -3.72 0.04
H 7.33 -4.15 -1.54
H 4.11 -2.69 -1.03
```

Properties
Gap between HOMO and LUMO ... 6.01 eV
HOMO ... -11.604 eV
Maximum force ... 4.3 eV Å⁻¹
Charge ... +1
Electronic energy ... -2261.9649 Eh
Relative energy (zero: lowest compared OMol25 entry of this formula, charge and spin) ... 56.5 kcal/mol
Lowest unoccupied orbital energy ... -5.593 eV

These are the Mulliken partial charges, in e, on atoms 1 to 6:
1 C -0.63
2 O -0.01
3 B 0.31
4 O -0.68
5 C 1.28
6 C -0.23



Below is a cluster of 5 separate species, CH11O5 in total in a non-equilibrium geometry, with properties calculated with wB97M-V/def2-TZVPD.

Geometry as XYZ:
```
17
Properties=species:S:1:pos:R:3
C -0.91 0.26 -1.41
O -1.07 -0.59 -0.20
H 0.01 0.64 -1.13
H -0.95 -0.38 -2.39
H -1.80 0.89 -1.44
H -4.16 -0.97 -0.17
H -2.69 -1.11 0.12
O -3.54 -1.66 0.03
H 2.05 -1.62 0.99
H 1.40 -0.22 1.22
O 1.91 -0.78 0.53
H 0.88 0.76 2.32
H -0.68 0.06 0.48
O 0.19 0.84 1.58
H 3.47 1.98 0.13
H 2.56 1.18 -0.73
O 3.18 1.85 -0.80
```

Properties
Gap between HOMO and LUMO ... 8.44 eV
HOMO ... -4.539 eV
Maximum force ... 4.2 eV Å⁻¹
Charge ... -1
Electronic energy ... -420.8833 Eh
Relative energy (zero: lowest compared OMol25 entry of this formula, charge and spin) ... 42.3 kcal/mol
Lowest unoccupied orbital energy ... 3.900 eV

These are the Mulliken partial charges, in e, on atoms 1 to 6:
1 C -0.23
2 O -0.61
3 H -0.02
4 H 0.18
5 H 0.21
6 H 0.26



Below is an isolated molecule of C4H6N2S in a non-equilibrium geometry, with properties calculated with wB97M-V/def2-TZVPD.

Geometry as XYZ:
```
13
Properties=species:S:1:pos:R:3
C -1.79 1.49 0.25
C -2.56 0.40 0.39
C -0.40 1.22 0.22
C 1.50 -1.67 0.29
N -0.06 -0.07 0.13
N 1.16 -0.35 0.14
S -1.69 -1.12 0.30
H -2.27 2.44 0.22
H -3.64 0.24 0.55
H 0.37 1.86 0.29
H 1.88 -2.14 1.25
H 0.51 -2.11 0.12
H 2.26 -2.02 -0.45
```

Properties
Gap between HOMO and LUMO ... 7.02 eV
HOMO ... -7.060 eV
Maximum force ... 4.0 eV Å⁻¹
Charge ... 0
Electronic energy ... -663.5703 Eh
Relative energy (zero: lowest compared OMol25 entry of this formula, charge and spin) ... 99.3 kcal/mol
Lowest unoccupied orbital energy ... -0.040 eV

These are the Mulliken partial charges, in e, on atoms 1 to 6:
1 C -0.73
2 C -0.14
3 C -0.12
4 C -0.51
5 N 0.49
6 N -0.78